(P)
Density functional theory data (wB97M-V/def2-TZVPD) for 2 unconnected molecules or ions with the total composition C4H12NOS.

The charge is -1. As for the lowest unoccupied orbital energy: 3.86 eV. Its HOMO energy is -2.49 eV.

Each line ends with the Löwdin charge.
Geometry (Å):
C1 -0.263 1.201 2.179  -0.1646
N1 -1.280 0.360 1.602  -0.1129
C2 -0.942 -0.221 0.314  -0.5156
C3 0.480 -0.831 0.153  -0.7601
S1 1.667 0.075 -0.890  0.0975
C4 -1.985 -1.236 -0.129  -0.0933
H1 -0.651 1.788 3.014  0.0637
H2 0.072 1.930 1.443  0.0712
H3 0.651 0.688 2.467  0.0591
H4 -1.617 -0.351 2.252  0.0987
H5 -0.887 0.581 -0.430  0.0884
H6 0.503 -1.855 -0.218  0.0172
H7 0.928 -0.912 1.154  0.0199
H8 -3.012 -0.900 -0.070  0.0577
H9 -1.742 -1.510 -1.153  0.0728
H10 -1.906 -2.152 0.451  0.0644
H11 3.119 1.490 -3.372  0.0011
H12 3.496 0.455 -4.472  0.0307
O1 3.369 1.398 -4.297  -0.0958

***

(Q)
Density functional theory data (wB97M-V/def2-TZVPD) for 2 unconnected molecules or ions with the total composition C4H12NOS.

The charge is -1. As for the lowest unoccupied orbital energy: 3.59 eV. Its HOMO energy is -2.74 eV.

Each line ends with the Löwdin charge.
Geometry (Å):
C1 1.015 1.434 -2.678  -0.1643
N1 1.401 0.764 -1.454  -0.1238
C2 0.365 0.479 -0.445  -0.5202
C3 0.992 -0.230 0.754  -0.6949
S1 -0.246 -0.719 2.047  0.1868
C4 -0.350 1.772 -0.030  -0.1111
H1 1.126 2.535 -2.583  0.0671
H2 0.014 1.178 -3.012  0.0744
H3 1.734 1.190 -3.463  0.0561
H4 2.143 1.264 -0.983  0.0924
H5 -0.339 -0.256 -0.855  0.1125
H6 1.774 0.412 1.191  0.0452
H7 1.442 -1.155 0.398  0.0327
H8 -0.684 1.642 1.002  0.0130
H9 0.375 2.598 -0.055  0.0652
H10 -1.108 2.108 -0.743  0.0596
H11 -1.707 -2.101 0.399  -0.0698
H12 -2.687 -1.985 -0.610  0.0016
O1 -2.403 -2.662 0.004  -0.1224

***

Referenced to the most stable arrangement, the calculated values in eV are (P) 0.168; (Q) 0.000.

***

(P)
Density functional theory data (wB97M-V/def2-TZVPD) for a single C3H6N2O2S molecule.

The charge is 0. As for the structure (SMILES): [H]/N=C(\NS)OCC=O. As for the lowest unoccupied orbital energy: 0.49 eV. Its HOMO energy is -9.72 eV.

Each line ends with the Löwdin charge.
Geometry (Å):
H1 -1.871 -1.533 0.664  0.0712
N1 -1.132 -1.160 0.059  0.1617
C1 -0.302 -0.432 0.669  -0.5835
N2 -0.361 0.055 1.983  -0.3656
S1 0.974 0.722 2.831  0.7581
O1 0.791 0.152 0.070  -0.1048
C2 0.908 -0.247 -1.290  -0.1448
C3 -0.164 0.464 -2.181  -0.2054
O2 -0.394 0.052 -3.316  0.0251
H2 -1.103 -0.420 2.534  0.1017
H3 0.621 2.066 2.827  -0.1200
H4 0.858 -1.349 -1.478  0.1417
H5 1.849 0.252 -1.563  0.1355
H6 -0.671 1.377 -1.809  0.1292

***

(Q)
Density functional theory data (wB97M-V/def2-TZVPD) for a single C3H6N2O2S molecule.

The charge is 0. As for the structure (SMILES): CN(O)/C(C=O)=N\S. As for the lowest unoccupied orbital energy: -0.13 eV. Its HOMO energy is -8.47 eV.

Each line ends with the Löwdin charge.
Geometry (Å):
C1 1.139 -0.381 -1.318  -0.1126
N1 0.247 -0.631 -0.207  -0.1691
O1 0.973 -1.437 0.736  -0.0424
C2 -0.573 0.229 0.464  -0.3836
C3 -1.407 -0.401 1.636  -0.0991
O2 -1.236 -1.616 1.883  0.0044
N2 -0.959 1.464 0.191  -0.3411
S1 -0.230 2.348 -1.065  0.7011
H1 0.658 -0.044 -2.283  0.0834
H2 1.962 0.321 -1.049  0.0791
H3 1.757 -1.360 -1.509  0.1233
H4 0.484 -2.302 0.800  0.1239
H5 -2.062 0.259 2.273  0.1333
H6 -0.753 3.551 -0.551  -0.1005

***

(R)
Density functional theory data (wB97M-V/def2-TZVPD) for a single C3H6N2O2S molecule.

The charge is 0. As for the structure (SMILES): CN(O)C(=O)C(N)=S. As for the lowest unoccupied orbital energy: -0.28 eV. Its HOMO energy is -9.02 eV.

Each line ends with the Löwdin charge.
Geometry (Å):
C1 0.979 -1.338 -1.541  0.0215
N1 0.085 -0.375 -0.880  -0.1673
O1 -0.327 0.611 -1.753  -0.0373
C2 0.123 -0.177 0.449  -0.4268
O2 0.841 -0.864 1.200  0.0333
C3 -0.804 0.886 1.041  -0.7496
N2 -0.380 1.190 2.255  0.1063
S1 -2.242 1.400 0.399  0.7004
H1 1.222 -2.054 -0.802  0.0749
H2 0.436 -1.666 -2.373  0.0743
H3 1.900 -0.809 -1.867  0.1128
H4 -1.293 0.699 -1.547  0.0260
H5 -0.955 1.822 2.819  0.1232
H6 0.414 0.675 2.600  0.1083

***

(S)
Density functional theory data (wB97M-V/def2-TZVPD) for a molecular structure, C3H6N2O2S.

The charge is 0. As for the lowest unoccupied orbital energy: 0.56 eV. Its HOMO energy is -8.98 eV.

Each line ends with the Löwdin charge.
Geometry (Å):
C1 2.411 -0.874 0.391  -0.2151
C2 -0.115 0.821 -0.377  -0.5856
C3 -3.352 -0.066 0.060  -0.1617
H1 2.156 -2.274 0.258  0.1659
H2 3.674 -0.678 0.595  0.1255
H3 1.686 -0.562 1.441  0.1446
H4 1.842 2.005 -0.390  0.2304
H5 -3.157 1.177 -0.174  0.1258
H6 -4.432 -0.313 0.381  0.0849
N1 1.351 0.974 -0.392  -0.0617
N2 -2.411 -0.871 -0.142  -0.4165
O1 2.054 -0.181 -0.762  -0.2860
O2 -0.925 1.776 -0.168  -0.0673
S1 -0.781 -0.933 -0.719  0.9169

***

Referenced to the most stable arrangement, the calculated values in eV are (P) 0.051; (Q) 2.374; (R) 0.000; (S) 5.478.

***

(P)
Density functional theory data (wB97M-V/def2-TZVPD) for 5 unconnected molecules or ions with the total composition CH14N2O4.

The charge is 0. As for the structure (SMILES): NCN.O.O.O.O. As for the lowest unoccupied orbital energy: 0.54 eV. Its HOMO energy is -9.96 eV.

Each line ends with the Löwdin charge.
Geometry (Å):
N1 -1.960 0.383 1.761  0.0086
C1 -1.159 0.540 0.521  -0.3678
N2 -0.007 1.352 0.729  -0.0066
H1 -1.570 -0.388 2.292  0.0188
H2 -2.889 0.081 1.486  0.0651
H3 -0.830 -0.376 0.024  0.0953
H4 -1.804 1.106 -0.150  0.1120
H5 -0.183 2.292 1.031  0.0818
H6 0.733 0.951 1.281  0.0696
O1 1.218 -1.059 -3.367  -0.0715
H7 0.409 -1.580 -3.363  0.0337
H8 0.904 -0.162 -3.154  -0.0052
O2 0.853 1.514 -2.120  -0.0671
H9 0.568 2.358 -2.472  0.0429
H10 0.792 1.671 -1.159  0.0092
O3 1.366 -1.777 0.002  -0.0543
H11 2.325 -1.772 -0.086  0.0518
H12 1.076 -1.444 -0.859  0.0119
O4 0.029 -1.595 2.742  -0.0596
H13 -0.224 -1.366 1.836  -0.0103
H14 0.352 -0.729 3.026  0.0416

***

(Q)
Density functional theory data (wB97M-V/def2-TZVPD) for 5 unconnected molecules or ions with the total composition CH14N2O4.

The charge is 0. As for the structure (SMILES): NCN.O.O.O.O. As for the lowest unoccupied orbital energy: 0.45 eV. Its HOMO energy is -9.26 eV.

Each line ends with the Löwdin charge.
Geometry (Å):
N1 0.201 -0.029 0.667  0.0044
C1 1.051 -0.955 1.441  -0.3923
N2 2.449 -0.953 1.091  0.0009
H1 -0.668 0.070 1.168  0.0590
H2 0.659 0.866 0.842  0.0672
H3 0.941 -0.659 2.482  0.1002
H4 0.713 -2.000 1.435  0.0933
H5 3.099 -1.495 1.623  0.0619
H6 2.569 -1.263 0.134  0.0591
O1 -2.219 1.168 -1.740  -0.0723
H7 -2.789 1.164 -0.944  0.0328
H8 -1.418 1.589 -1.389  0.0227
O2 1.540 0.421 -2.411  -0.0614
H9 1.201 1.303 -2.518  0.0171
H10 2.365 0.545 -1.925  0.0300
O3 -2.958 3.640 0.965  -0.0498
H11 -3.790 3.700 1.439  0.0353
H12 -3.273 3.402 0.099  0.0122
O4 0.048 -3.704 -0.527  -0.0445
H13 0.236 -2.778 -0.514  -0.0062
H14 0.043 -4.031 -1.420  0.0305

***

(R)
Density functional theory data (wB97M-V/def2-TZVPD) for 5 unconnected molecules or ions with the total composition CH14N2O4.

The charge is 0. As for the structure (SMILES): NCN.O.O.O.O. As for the lowest unoccupied orbital energy: 0.76 eV. Its HOMO energy is -9.10 eV.

Each line ends with the Löwdin charge.
Geometry (Å):
N1 2.297 -0.835 -0.453  -0.0154
C1 1.058 -1.607 -0.710  -0.3160
N2 0.242 -1.686 0.511  0.0039
H1 1.989 0.125 -0.441  0.0029
H2 2.695 -1.119 0.432  0.0632
H3 0.521 -0.949 -1.389  0.0964
H4 1.313 -2.625 -0.986  0.1013
H5 -0.712 -1.364 0.467  0.0236
H6 0.359 -2.549 1.017  0.0644
O1 -2.472 2.024 0.890  -0.0640
H7 -2.626 2.126 1.833  0.0560
H8 -1.506 1.924 0.805  0.0063
O2 0.302 1.541 0.929  -0.0465
H9 0.899 1.783 1.638  0.0626
H10 0.345 0.598 0.732  0.0086
O3 -2.795 -0.687 0.616  -0.0688
H11 -2.683 0.265 0.490  -0.0141
H12 -3.581 -1.023 0.188  0.0364
O4 1.193 1.493 -1.913  -0.0600
H13 1.423 0.577 -2.122  0.0082
H14 1.739 1.989 -2.533  0.0508

***

Referenced to the most stable arrangement, the calculated values in eV are (P) 0.000; (Q) 0.826; (R) 0.131.

***

(P)
Density functional theory data (wB97M-V/def2-TZVPD) for a single C5H7N3S molecule.

The charge is 0. As for the lowest unoccupied orbital energy (alpha / beta): -0.48 / 0.14 eV. Its HOMO energy (alpha / beta) is -6.86 / -6.96 eV.

Each line ends with the Löwdin charge.
Geometry (Å):
C1 1.436 1.276 2.137  -0.2431
C2 2.100 0.178 1.686  -0.6927
C3 0.106 -0.009 0.133  -0.1277
C4 -0.106 -1.914 -1.099  0.0171
C5 -1.512 -0.022 -1.576  -0.0598
N1 0.224 1.794 1.662  0.0183
N2 -0.399 1.038 0.733  -0.0525
N3 -0.458 -0.667 -0.855  -0.2946
S1 3.371 -0.683 1.452  0.6965
H1 1.902 1.985 2.725  0.0740
H2 0.738 -2.166 -0.364  0.1003
H3 -0.691 -2.487 -1.927  0.1073
H4 -1.107 1.008 -2.055  0.1565
H5 -1.948 -0.617 -2.435  0.0982
H6 -2.319 -0.055 -0.862  0.0834
H7 -1.336 1.341 0.645  0.1189

***

(Q)
Density functional theory data (wB97M-V/def2-TZVPD) for a single C5H7N3S molecule.

The charge is 0. As for the structure (SMILES): CCN=C=N/N=C\C=S. As for the lowest unoccupied orbital energy: -1.56 eV. Its HOMO energy is -8.93 eV.

Each line ends with the Löwdin charge.
Geometry (Å):
C1 -1.766 2.250 -0.601  -0.1026
C2 -1.303 1.710 0.743  -0.2771
N1 -0.161 0.855 0.615  0.0999
C3 -0.072 -0.340 0.848  -0.1658
N2 0.229 -1.469 1.113  0.0740
N3 0.714 -2.642 0.905  0.0448
C4 1.687 -2.866 0.094  -0.2120
C5 2.196 -1.898 -0.798  -0.6174
S1 3.498 -1.989 -1.826  0.6723
H1 -1.986 1.413 -1.185  0.0642
H2 -2.449 3.003 -0.551  0.0488
H3 -1.011 2.757 -1.037  0.0371
H4 -1.023 2.752 1.265  0.1526
H5 -2.240 1.317 1.136  0.1071
H6 2.096 -3.790 0.083  0.0700
H7 1.593 -1.064 -0.802  0.0041

***

Referenced to the most stable arrangement, the calculated values in eV are (P) 2.429; (Q) 0.000.